# 1
{
  "formula": "C13H14AuBNO2",
  "method": "ωB97M-V with the def2-TZVPD basis set",
  "total_charge": -1,
  "homo_ev": [-0.50, -4.07],
  "multiplicity": 3,
  "s2": 2.023,
  "elements": ["C", "C", "C", "C", "C", "Au", "N", "C", "C", "H", "H", "H", "H", "H", "H", "H", "H", "H", "H", "O", "B", "O", "C", "C", "C", "C", "C", "C", "H", "H", "H", "H"],
  "coordinates": [[-0.89977, 1.66062, -2.51919], [0.42379, 1.23642, -2.65378], [1.18057, 1.65777, -1.47120], [0.18167, 2.36656, -0.60678], [-1.05303, 2.38714, -1.29846], [0.78592, 0.18661, -0.14656], [-0.57852, -0.92166, 1.20431], [-0.35048, -2.26569, 0.64721], [0.91111, -1.96279, -0.18723], [2.26315, 1.76890, -1.36060], [0.81829, 0.77549, -3.55626], [0.44462, 2.92076, 0.29919], [-1.92751, 2.99562, -1.10830], [-1.63335, 1.62633, -3.30581], [0.79838, -2.36614, -1.22552], [-1.15637, -2.69783, -0.06119], [-1.54091, -0.62865, 1.07777], [1.83825, -2.39143, 0.28025], [-0.03919, -2.95292, 1.52502], [0.90967, -0.91828, 3.21150], [0.41193, -0.15038, 2.17412], [0.25708, 1.23587, 2.58401], [0.51581, 1.20522, 3.90170], [0.53137, 2.26202, 4.79711], [0.83549, 1.94377, 6.10181], [0.99879, 0.61899, 6.53062], [0.99080, -0.43795, 5.62664], [0.79731, -0.10988, 4.29712], [0.33012, 3.25613, 4.45217], [0.94477, 2.73072, 6.83395], [1.15184, 0.37987, 7.57057], [1.13159, -1.48669, 5.84761]],
  "forces_ev_per_a": [[0.753, 0.701, 0.178], [-0.069, 0.734, 0.153], [-0.741, 1.471, -0.913], [0.678, 0.285, -0.815], [0.708, -0.317, -0.680], [0.028, -1.746, 1.249], [-1.800, 0.768, 1.196], [1.943, -0.760, 0.502], [0.491, -2.119, -1.130], [-0.381, 0.219, -0.404], [0.085, -0.095, 0.367], [-0.206, -0.202, -0.464], [0.017, -0.210, 0.494], [-0.244, -0.292, -0.032], [0.273, 0.299, 0.688], [0.870, 0.997, 1.712], [-0.027, 0.374, 0.229], [-0.715, 0.668, -0.488], [-1.105, 0.521, -1.435], [-0.237, -0.734, 1.887], [0.033, -0.248, -3.508], [-0.915, -0.278, 0.114], [-0.307, -0.137, 0.397], [0.110, -0.732, -0.903], [0.084, -0.595, 1.333], [0.089, 0.332, -0.008], [-0.080, 0.006, -1.093], [0.630, 0.320, 0.601], [-0.006, 0.393, -0.017], [-0.153, 0.101, 0.109], [0.103, 0.233, 0.234], [0.090, 0.044, 0.448]],
  "mulliken_spin": [-0.056, 0.151, 0.016, -0.106, 0.252, 0.234, 0.220, -0.102, 0.518, 0.011, 0.019, -0.001, 0.009, 0.000, 0.003, -0.005, -0.031, 0.001, 0.014, -0.126, 1.213, -0.102, 0.077, 0.032, -0.016, 0.011, 0.023, -0.264, 0.000, -0.001, 0.000, 0.006]
}


# 2
{
  "formula": "C17H46F6N4O7",
  "method": "ωB97M-V with the def2-TZVPD basis set",
  "homo_ev": -8.94,
  "multiplicity": 1,
  "e_above_lowest_kcal_mol": 89.7,
  "elements": ["N", "H", "H", "H", "H", "N", "H", "H", "H", "H", "C", "O", "O", "C", "F", "F", "F", "C", "C", "H", "H", "H", "H", "H", "H", "C", "O", "O", "C", "F", "F", "F", "C", "C", "H", "H", "H", "H", "H", "H", "C", "O", "H", "H", "H", "H", "C", "C", "C", "O", "C", "N", "H", "H", "H", "H", "H", "H", "H", "H", "H", "H", "H", "C", "C", "C", "O", "C", "N", "H", "H", "H", "H", "H", "H", "H", "H", "H", "H", "H"],
  "coordinates": [[-28.34971, -9.01757, 12.93661], [-29.01430, -8.66311, 13.60949], [-27.59043, -9.49208, 13.40398], [-28.10531, -8.26123, 12.31346], [-28.92505, -9.64085, 12.38833], [-29.79099, -5.59936, 12.71339], [-29.35679, -6.02159, 11.90514], [-30.68031, -5.22281, 12.41770], [-29.20411, -4.90257, 13.14946], [-29.92188, -6.31630, 13.41266], [-27.22010, -7.08094, 9.84803], [-26.34659, -5.90243, 10.01768], [-28.22454, -7.04582, 10.84775], [-27.60655, -7.33010, 8.30032], [-26.63477, -7.84405, 7.52444], [-28.56483, -8.26998, 8.08791], [-28.10562, -6.22777, 7.76117], [-25.37976, -5.98080, 11.12366], [-24.06127, -6.55445, 10.71148], [-23.98435, -7.51934, 10.21029], [-23.54442, -5.76993, 10.15876], [-23.40663, -6.60602, 11.58147], [-25.72362, -6.38882, 12.07412], [-25.36044, -4.94085, 11.44957], [-26.51339, -7.89035, 10.03105], [-31.48837, -8.67794, 14.85760], [-32.23395, -9.07668, 13.74718], [-30.40239, -7.81347, 14.51908], [-32.59628, -7.94644, 15.78188], [-32.14908, -7.36269, 16.80136], [-33.26056, -6.96276, 15.13759], [-33.63067, -8.76298, 16.21321], [-33.06646, -10.23103, 13.61653], [-33.67649, -9.97000, 12.23894], [-32.76301, -9.72268, 11.69811], [-34.22075, -10.71975, 11.66471], [-34.44178, -9.19398, 12.22450], [-33.82999, -10.31300, 14.39009], [-32.52891, -11.17541, 13.70187], [-31.09830, -9.56660, 15.35380], [-31.76833, -7.74878, 10.33600], [-31.03708, -6.65273, 9.88801], [-31.24133, -8.62822, 9.96592], [-31.72140, -7.81070, 11.42324], [-32.82129, -7.75263, 10.05431], [-30.09314, -6.82724, 9.89963], [-33.51838, -2.22534, 12.14126], [-32.42573, -3.19592, 12.71909], [-32.83766, -3.83613, 14.09644], [-32.82721, -3.00205, 15.28301], [-33.23973, -3.76623, 16.36886], [-32.31524, -4.26185, 11.74857], [-33.47859, -1.36704, 12.81197], [-34.54366, -2.59092, 12.19837], [-33.31721, -2.08803, 11.07881], [-31.49856, -2.67368, 12.95512], [-32.24275, -4.73915, 14.23327], [-33.87201, -4.14400, 13.94332], [-32.75846, -4.74422, 16.36909], [-34.29330, -4.04554, 16.36063], [-33.01163, -3.31691, 17.33540], [-32.27533, -3.93373, 10.79419], [-33.24134, -4.66463, 11.76365], [-29.66735, -3.82662, 17.78263], [-29.37020, -4.45209, 16.42499], [-28.38549, -3.53499, 15.51243], [-28.43421, -3.91238, 14.13507], [-27.49389, -3.35442, 13.27845], [-28.87455, -5.79510, 16.63516], [-30.28738, -4.38517, 18.48381], [-30.15787, -2.85783, 17.68813], [-28.76190, -3.79497, 18.38866], [-30.29846, -4.59829, 15.87264], [-27.44542, -3.55663, 16.06369], [-28.74064, -2.52081, 15.69517], [-27.66546, -3.72378, 12.26738], [-26.50982, -3.65973, 13.63412], [-27.62986, -2.27307, 13.26179], [-29.30474, -6.45485, 16.00286], [-27.91641, -5.77153, 16.31658]],
  "forces_ev_per_a": [[-0.300, -1.107, -0.031], [-1.443, 1.065, 1.646], [0.237, -0.042, -0.174], [0.709, 1.337, -1.400], [0.119, -0.535, -0.348], [-0.006, -0.438, -0.205], [0.792, -0.376, -0.954], [-1.065, 0.352, -0.313], [0.113, 0.446, 0.221], [-0.769, -0.972, 0.691], [0.363, 0.032, 2.618], [-0.336, -0.806, -0.173], [0.953, -0.693, -2.243], [-1.036, -0.074, 0.487], [1.095, 1.056, 0.555], [-0.565, -0.044, 1.388], [0.350, 0.719, -0.379], [-1.739, 0.326, -0.655], [1.378, 1.127, 0.347], [-0.589, 0.172, -0.092], [-0.023, -0.344, -0.749], [-0.117, -0.318, 0.412], [-0.828, -1.018, -0.320], [0.839, 0.267, -0.452], [-0.051, -0.743, 0.056], [0.665, 1.672, 0.302], [0.270, 0.152, -1.177], [-1.913, -1.682, 0.287], [-1.265, -1.084, -2.456], [2.242, 1.144, 3.615], [-0.021, 0.082, -1.357], [0.928, -0.412, -0.332], [-0.945, 0.173, 0.321], [0.167, -0.382, -0.406], [-0.573, 0.392, -0.658], [0.446, -0.928, 0.559], [0.637, 0.649, 0.397], [-0.048, 0.422, 0.181], [0.525, -0.017, -0.359], [-0.152, -0.207, 0.621], [1.131, -0.799, 0.717], [-0.740, 1.603, -0.660], [-0.532, -0.589, -0.146], [-0.233, -0.015, 0.320], [0.182, 0.292, -0.375], [0.450, -0.370, 0.257], [0.977, -0.107, 1.578], [-1.799, 1.067, 0.793], [-0.682, 0.457, -0.610], [0.644, 0.087, -1.740], [-0.097, -1.278, 0.816], [0.450, -1.146, 0.547], [-0.185, 0.680, -0.730], [0.089, -0.551, 0.229], [0.176, 0.758, 0.214], [0.265, 0.126, -0.693], [0.192, -0.056, 0.283], [-0.271, -0.410, 0.113], [0.421, -0.117, 0.017], [-0.430, 0.430, -0.229], [0.066, 0.491, -0.308], [0.549, 0.358, -0.080], [-0.150, -0.793, 0.037], [0.210, 0.518, 0.283], [-0.303, 0.187, -0.981], [-2.175, -0.512, 2.027], [-0.461, -0.336, 1.865], [0.573, 0.589, 0.052], [1.169, -0.275, -0.405], [-0.425, -0.635, -0.775], [0.335, 0.268, 0.040], [0.413, 0.602, -0.246], [-0.275, 0.566, -0.127], [0.802, -0.448, -0.816], [-0.130, 0.324, -0.656], [0.022, -0.185, 0.023], [0.343, 0.346, -0.307], [0.402, 0.193, -0.026], [-0.525, -0.294, -0.110], [0.506, -0.388, 0.332]],
  "lowdin_charge": [0.313, 0.057, 0.142, 0.065, 0.142, 0.316, 0.061, 0.069, 0.049, 0.067, -0.338, -0.118, -0.271, -0.537, 0.126, 0.105, 0.156, -0.267, -0.083, 0.080, 0.077, 0.071, 0.101, 0.104, 0.123, -0.372, -0.136, -0.271, -0.579, 0.205, 0.112, 0.088, -0.236, -0.063, 0.051, 0.073, 0.083, 0.105, 0.113, 0.142, -0.182, -0.137, 0.081, 0.052, 0.083, 0.021, -0.050, -0.396, -0.173, -0.165, -0.143, 0.023, 0.076, 0.076, 0.071, 0.133, 0.098, 0.122, 0.060, 0.091, 0.091, 0.087, 0.091, -0.076, -0.403, -0.128, -0.250, -0.087, 0.049, 0.076, 0.072, 0.075, 0.114, 0.124, 0.119, 0.096, 0.097, 0.099, 0.029, 0.061]
}


# 3
{
  "formula": "CH2GdO4",
  "method": "ωB97M-V with the def2-TZVPD basis set",
  "homo_ev": [-7.62, -7.64],
  "multiplicity": 9,
  "s2": 20.035,
  "elements": ["O", "C", "O", "O", "Gd", "H", "O", "H"],
  "coordinates": [[-0.89137, 1.05579, 0.92993], [-1.50793, 0.32997, 0.02875], [-1.58338, -0.94451, 0.17790], [-1.27912, 0.81531, -1.15051], [1.04210, 1.72085, -0.20401], [0.49910, -1.28406, 0.05087], [1.46191, -0.63435, -0.07889], [2.25870, -1.05899, 0.24596]],
  "forces_ev_per_a": [[0.935, 1.767, 1.997], [5.181, -3.170, -1.882], [-1.065, 1.418, 0.555], [-0.354, 1.211, -1.088], [-3.942, -1.590, 0.394], [2.778, 2.534, -0.263], [-3.319, -1.586, 0.133], [-0.215, -0.583, 0.154]],
  "mulliken_spin": [-0.037, -0.092, -0.001, -0.046, 8.216, 0.010, -0.068, 0.018]
}


# 4
{
  "formula": "C2H8N3O",
  "method": "ωB97M-V with the def2-TZVPD basis set",
  "total_charge": 1,
  "homo_ev": [-14.38, -14.38],
  "multiplicity": 1,
  "e_above_lowest_kcal_mol": 163.6,
  "elements": ["C", "C", "N", "N", "N", "O", "H", "H", "H", "H", "H", "H", "H", "H"],
  "coordinates": [[-0.62217, -0.19850, 2.17477], [0.87941, -0.38573, -2.33582], [-0.63059, 0.71461, 1.11786], [0.36911, 1.10592, 0.46139], [0.11286, -0.10557, -1.11803], [-1.06151, -0.29819, -1.01986], [-1.40304, -0.93270, 2.12275], [0.22409, -0.79513, 2.08265], [-0.80759, 0.30628, 3.12816], [1.51657, 0.39683, -2.71561], [0.11832, -0.66568, -3.12112], [1.47443, -1.25903, -2.05279], [-1.51681, 1.05893, 0.67934], [1.34693, 1.05797, 0.59631]],
  "forces_ev_per_a": [[-1.558, -0.680, 1.726], [-2.349, -1.472, -1.249], [0.755, 2.191, -2.064], [-3.037, 1.333, -1.332], [-0.585, 0.442, 0.667], [1.936, -0.370, -1.267], [-0.900, -0.097, -0.509], [1.980, -0.606, 0.482], [0.664, -0.059, -0.042], [0.112, 0.577, 0.588], [0.984, 0.141, 0.604], [0.101, 0.067, -0.114], [0.869, -0.305, 1.035], [1.027, -1.162, 1.477]],
  "nbo_charge": [-0.467, -0.514, -0.190, -0.236, 0.257, -0.208, 0.247, 0.230, 0.254, 0.274, 0.244, 0.268, 0.430, 0.410]
}